Below is one molecule with the formula C3H3NO2 in a non-equilibrium geometry, with properties calculated with ωB97M-V/def2-TZVPD.

Relative energy (zero: lowest compared OMol25 entry of this formula, charge and spin) (kJ/mol): 518.79
HOMO (eV): -9.73
Max |F| (eV Å⁻¹): 4.16
Structure (SMILES): C=C(C#N)OO
Net charge: 0
LUMO (eV): 0.563
Gap between HOMO and LUMO (hartree): 0.3781
Electronic energy (Ha): -321.1800

Cartesian coordinates (Å):
C (-0.16204, -1.47880, -0.00520)
C (-0.14331, -0.13809, 0.00171)
C (-1.21783, 0.66634, -0.66624)
N (-1.90438, 1.31653, -1.28949)
O (0.84539, 0.41534, 0.76982)
O (0.90942, 1.83180, 0.56741)
H (0.60387, -2.26568, 0.40058)
H (-0.81766, -2.17587, -0.49634)
H (1.88655, 1.82843, 0.71775)

Atom charges from the Mulliken analysis, given in e for atoms 1 to 6: -0.89, 0.62, 0.26, -0.33, -0.20, -0.33


Below is a 8-piece molecular cluster, C31H70F7O12S2 overall in a non-equilibrium geometry, with properties calculated with ωB97M-V/def2-TZVPD.

HOMO (eV): -6.32
Max |F| (eV Å⁻¹): 12.39
Net charge: -1
LUMO (eV): 1.720
Gap between HOMO and LUMO (hartree): 0.2953
Electronic energy (Ha): -3621.1161

Cartesian coordinates (Å):
O (-0.87377, -0.66469, -0.07985)
S (-0.90352, 0.77101, 0.49751)
O (0.41000, 1.58696, 0.18700)
O (-2.15941, 1.64426, -0.32571)
S (-1.25237, 0.89683, 2.57183)
O (-0.06365, 1.67035, 3.19108)
O (-2.55317, 1.76692, 2.75019)
C (-1.54365, -0.74227, 3.43058)
F (-2.25250, -0.46511, 4.72259)
F (-2.53199, -1.53894, 2.61132)
C (-0.21769, -1.69427, 3.58369)
F (0.40890, -2.02486, 2.25430)
F (-0.63600, -2.99900, 4.19347)
C (0.98357, -1.07391, 4.51050)
F (1.55983, -2.23849, 5.27786)
F (0.54896, -0.09270, 5.53127)
F (2.09861, -0.55500, 3.66342)
C (-0.76458, -1.06387, -3.25715)
C (-0.84517, -2.55507, -2.97238)
O (-1.94005, -3.19836, -3.62016)
C (-1.96094, -3.13456, -5.04436)
C (-0.74164, -3.76525, -5.69548)
H (-1.69390, -0.56563, -2.95540)
H (0.07027, -0.61517, -2.70863)
H (-0.61440, -0.85900, -4.31883)
H (-0.98833, -2.69943, -1.89699)
H (0.09281, -3.05659, -3.22799)
H (-2.09378, -2.09874, -5.37349)
H (-2.85561, -3.67836, -5.36998)
H (0.18293, -3.25749, -5.41145)
H (-0.82740, -3.72254, -6.78558)
H (-0.64545, -4.81355, -5.39242)
C (6.61169, -0.79578, 6.48219)
C (5.99289, -0.17021, 5.24242)
O (4.61897, 0.17328, 5.40538)
C (4.31793, 1.11455, 6.43310)
C (5.00042, 2.45828, 6.24070)
H (6.05653, -1.69521, 6.77501)
H (7.65406, -1.07147, 6.29078)
H (6.59849, -0.11261, 7.33354)
H (6.03999, -0.89465, 4.42342)
H (6.56438, 0.70290, 4.91419)
H (4.55188, 0.68902, 7.41447)
H (3.23196, 1.26449, 6.41334)
H (6.08916, 2.37089, 6.25878)
H (4.70563, 3.15196, 7.03405)
H (4.72322, 2.89315, 5.27422)
C (-2.28773, -1.11455, -11.52493)
C (-2.00971, -2.27687, -10.58527)
O (-1.43264, -1.87804, -9.34424)
C (-2.20430, -0.98584, -8.54339)
C (-3.55675, -1.55001, -8.14213)
H (-1.36502, -0.55780, -11.72880)
H (-2.69609, -1.47966, -12.47316)
H (-3.00666, -0.41070, -11.10135)
H (-1.29122, -2.95002, -11.06322)
H (-2.91403, -2.86671, -10.40933)
H (-2.31272, -0.02162, -9.05077)
H (-1.61957, -0.79252, -7.63625)
H (-4.18806, -1.75625, -9.00945)
H (-4.08906, -0.84198, -7.49963)
H (-3.43176, -2.49205, -7.59717)
C (-9.22161, -1.18153, -11.13234)
C (-7.97045, -0.32289, -11.22502)
O (-6.78656, -0.99771, -10.80642)
C (-6.43395, -2.17136, -11.53514)
C (-6.19407, -1.91553, -13.01346)
H (-9.36512, -1.53959, -10.10564)
H (-10.10326, -0.60479, -11.43114)
H (-9.16265, -2.05924, -11.77874)
H (-8.08880, 0.54166, -10.56446)
H (-7.84052, 0.07697, -12.23492)
H (-7.18997, -2.94922, -11.38591)
H (-5.50791, -2.55211, -11.08827)
H (-7.08911, -1.53981, -13.51452)
H (-5.89069, -2.83944, -13.51529)
H (-5.40507, -1.16781, -13.14912)
C (1.44251, 5.19565, 10.10650)
C (2.07005, 3.83961, 9.82612)
O (3.48870, 3.88697, 9.69422)
C (4.21583, 4.35729, 10.82689)
C (4.00214, 3.51619, 12.07401)
H (1.69842, 5.90756, 9.31239)
H (0.35247, 5.10735, 10.16309)
H (1.79205, 5.61955, 11.04980)
H (1.67923, 3.46207, 8.87611)
H (1.78556, 3.10828, 10.58829)
H (3.98128, 5.41016, 11.01491)
H (5.27752, 4.32198, 10.55529)
H (2.95852, 3.52017, 12.39674)
H (4.61073, 3.89796, 12.89945)
H (4.28210, 2.47410, 11.88512)
C (4.70592, -1.45076, 10.72873)
C (4.79427, -1.17627, 12.22141)
O (3.61984, -0.57214, 12.75801)
C (2.40977, -1.31558, 12.63202)
C (2.45856, -2.67025, 13.31824)
H (4.50563, -0.52254, 10.17990)
H (5.64450, -1.88080, 10.36357)
H (3.90319, -2.15086, 10.48965)
H (5.61676, -0.47701, 12.40126)
H (5.03790, -2.08711, 12.77610)
H (2.13745, -1.41656, 11.57629)
H (1.62092, -0.71272, 13.09729)
H (3.22543, -3.31922, 12.88921)
H (1.49497, -3.18007, 13.22301)
H (2.68852, -2.55171, 14.38271)
C (1.51196, 2.40099, -6.48551)
C (0.41219, 2.07233, -7.48238)
O (-0.75059, 1.50935, -6.87970)
C (-1.41637, 2.31561, -5.91041)
C (-1.90886, 3.64231, -6.46333)
H (1.80443, 1.50284, -5.92809)
H (2.39169, 2.79609, -7.00432)
H (1.19165, 3.14763, -5.75639)
H (0.79083, 1.32754, -8.18929)
H (0.14257, 2.95079, -8.07592)
H (-0.77207, 2.46546, -5.03787)
H (-2.27952, 1.73721, -5.56024)
H (-1.08742, 4.26661, -6.82224)
H (-2.44341, 4.20213, -5.68981)
H (-2.58687, 3.47674, -7.30767)

Atom charges from the Mulliken analysis, given in e for atoms 1 to 6: -0.48, 1.04, -0.60, -0.64, 0.93, -0.55


Below is a 12-piece molecular cluster, C29H87N19O13 overall in a non-equilibrium geometry, with properties calculated with ωB97M-V/def2-TZVPD.

HOMO (eV): -8.80
Max |F| (eV Å⁻¹): 2.76
Structure (SMILES): COC[C@H](C)N.COC[C@H](C)N.COC[C@H](C)N.COC[C@H](C)N.COCCNCCOC.NC(N)=O.NC(N)=O.NC(N)=O.NC(N)=O.NC(N)=O.NC(N)=O.NC(N)=O
Net charge: 0
LUMO (eV): 0.152
Gap between HOMO and LUMO (hartree): 0.3288
Electronic energy (Ha): -3175.7920

Cartesian coordinates (Å):
C (1.17996, 0.97263, -2.14767)
O (2.39535, 0.58930, -2.79698)
C (3.55275, 1.29849, -2.44520)
C (4.60394, 1.15572, -3.56100)
C (5.97668, 1.76391, -3.24797)
N (4.20786, 1.60055, -4.91543)
H (1.36369, 0.92498, -1.07173)
H (0.44480, 0.22371, -2.43506)
H (0.83682, 1.95771, -2.46594)
H (3.34296, 2.36990, -2.32947)
H (3.93030, 0.81713, -1.53575)
H (4.71095, 0.06607, -3.64802)
H (5.73314, 2.78565, -2.92571)
H (6.70320, 1.87584, -4.04646)
H (6.42089, 1.24321, -2.39906)
H (3.25037, 1.28482, -5.05318)
H (4.19694, 2.61294, -4.78246)
C (-0.52412, 2.92256, 1.53190)
O (-0.91124, 3.83031, 0.51364)
C (-2.25366, 4.16416, 0.28981)
C (-3.06888, 2.97999, -0.25422)
C (-2.45057, 2.34891, -1.47893)
N (-4.39647, 3.49531, -0.59147)
H (0.55684, 2.85573, 1.55135)
H (-1.10512, 1.99563, 1.48713)
H (-0.90861, 3.41705, 2.43676)
H (-2.78631, 4.56909, 1.16135)
H (-2.21404, 4.97536, -0.43765)
H (-3.13340, 2.19267, 0.50658)
H (-3.02689, 1.46479, -1.78711)
H (-1.49425, 1.83736, -1.34652)
H (-2.44947, 2.98362, -2.36539)
H (-4.64394, 4.25131, 0.03842)
H (-5.11115, 2.78964, -0.46005)
C (5.11906, 5.72620, 1.13402)
O (3.74679, 5.48000, 1.39188)
C (3.43051, 4.54154, 2.39214)
C (4.16656, 3.20078, 2.28722)
C (3.91436, 2.38579, 0.99614)
N (3.67760, 2.29024, 3.36566)
H (5.21654, 6.52839, 0.40700)
H (5.56592, 4.83713, 0.68028)
H (5.65650, 5.98784, 2.04883)
H (3.59140, 4.96437, 3.39306)
H (2.35465, 4.39572, 2.28887)
H (5.22120, 3.34242, 2.53923)
H (4.41231, 2.87939, 0.15889)
H (2.86491, 2.24427, 0.75492)
H (4.46803, 1.46102, 1.16142)
H (4.06062, 1.35946, 3.24762)
H (4.10405, 2.63577, 4.22537)
C (-2.54207, -0.99957, 0.20510)
O (-1.33680, -0.95335, -0.51885)
C (-0.53297, -2.11779, -0.40888)
C (0.18607, -2.24536, 0.94578)
C (0.90365, -0.99150, 1.46454)
N (1.10012, -3.38050, 0.82079)
H (-3.27822, -1.67556, -0.24134)
H (-2.92887, 0.01835, 0.23831)
H (-2.40833, -1.30107, 1.24956)
H (-1.19419, -2.98069, -0.55125)
H (0.10757, -2.04030, -1.28994)
H (-0.51518, -2.57240, 1.72146)
H (0.22982, -0.16871, 1.71012)
H (1.70000, -0.60779, 0.82609)
H (1.28317, -1.37972, 2.41141)
H (1.58712, -3.53849, 1.69654)
H (1.78896, -3.10226, 0.13012)
C (-5.05787, 3.62128, -8.63822)
O (-5.53774, 2.84792, -7.55085)
C (-4.48384, 2.19952, -6.85887)
C (-5.08204, 1.28005, -5.80064)
N (-5.99101, 2.00200, -4.92139)
C (-6.32244, 1.29011, -3.68937)
C (-6.77456, -0.14759, -3.77157)
O (-5.67627, -1.04409, -3.95975)
C (-4.88178, -1.32482, -2.82631)
H (-4.86880, 4.67063, -8.39700)
H (-5.76990, 3.54462, -9.45823)
H (-4.10050, 3.23998, -9.00816)
H (-3.91794, 2.99407, -6.34573)
H (-3.77063, 1.69805, -7.51896)
H (-4.18730, 0.91694, -5.26995)
H (-5.51884, 0.42838, -6.32261)
H (-5.41839, 2.79135, -4.63686)
H (-7.00163, 1.94879, -3.14223)
H (-5.42519, 1.28642, -3.04704)
H (-7.39785, -0.30867, -4.65417)
H (-7.40263, -0.48209, -2.94244)
H (-4.46126, -0.42109, -2.37719)
H (-4.05990, -1.93520, -3.19539)
H (-5.40910, -1.88435, -2.04717)
N (6.14471, -2.32544, 0.14124)
C (6.07887, -3.09707, 1.27845)
N (4.82969, -3.48046, 1.59806)
O (7.06734, -3.30897, 1.98696)
H (5.26378, -2.19317, -0.32508)
H (7.00730, -1.89813, -0.12643)
H (4.07778, -3.29880, 0.95745)
H (4.65351, -4.00750, 2.43082)
N (-1.83694, -2.03854, 4.67773)
C (-1.20994, -0.83440, 4.79714)
N (-2.05409, 0.19461, 5.07578)
O (0.02469, -0.74046, 4.68532)
H (-2.84362, -2.10148, 4.62402)
H (-1.30964, -2.82642, 4.34488)
H (-3.02996, 0.03728, 5.22544)
H (-1.57457, 1.08855, 5.08086)
N (2.29594, -4.41788, -2.46263)
C (2.78623, -3.15783, -2.24692)
N (2.31854, -2.24329, -3.13899)
O (3.40932, -2.79374, -1.24220)
H (1.88325, -4.56445, -3.35958)
H (2.74712, -5.09443, -1.86496)
H (2.35727, -1.24068, -2.96463)
H (1.64043, -2.51258, -3.82721)
N (1.27334, 4.01191, 5.27599)
C (0.43506, 2.92211, 5.24481)
N (0.95246, 1.91744, 4.49383)
O (-0.66421, 2.85949, 5.79107)
H (0.94626, 4.83136, 5.75834)
H (2.18771, 4.02577, 4.88040)
H (0.42444, 1.06206, 4.32988)
H (1.93226, 1.99649, 4.21129)
N (-5.00925, -3.38144, 1.57442)
C (-4.62414, -3.35125, 2.86951)
N (-4.29076, -4.52132, 3.43965)
O (-4.59885, -2.26642, 3.47462)
H (-5.26088, -2.48764, 1.19276)
H (-5.21472, -4.20830, 1.04481)
H (-4.36938, -5.35965, 2.89174)
H (-4.12321, -4.58995, 4.42500)
N (0.59560, -6.71279, 1.22062)
C (-0.69849, -6.62901, 0.83114)
N (-1.13644, -5.32753, 0.74470)
O (-1.41115, -7.62086, 0.67394)
H (1.10379, -5.86675, 1.41594)
H (1.00234, -7.56208, 1.56422)
H (-0.39176, -4.63075, 0.68213)
H (-2.05433, -5.25181, 0.34264)
N (1.93652, -2.63612, 5.31623)
C (2.65897, -3.49401, 4.57962)
N (3.72287, -4.01672, 5.25710)
O (2.39758, -3.71997, 3.39199)
H (1.07326, -2.24243, 4.93975)
H (2.09108, -2.45456, 6.28935)
H (4.26716, -4.74830, 4.83475)
H (3.98712, -3.74356, 6.18177)

Atom charges from the Mulliken analysis, given in e for atoms 1 to 6: -0.95, -0.73, -0.33, 0.31, -1.42, -0.74


Below is C45H56BCoN5S as an isolated structure in a non-equilibrium geometry, with properties calculated with ωB97M-V/def2-TZVPD.

Relative energy (zero: lowest compared OMol25 entry of this formula, charge and spin) (kJ/mol): 16.02
HOMO (alpha / beta) (eV): -6.24 / -7.05
2S+1: 4
Max |F| (eV Å⁻¹): 2.41
<S²>: 3.7648
Net charge: 0
LUMO (alpha / beta) (eV): -0.478 / -0.497
Gap between HOMO and LUMO (alpha / beta) (hartree): 0.2116 / 0.2406
Electronic energy (Ha): -3827.8672

Cartesian coordinates (Å):
Co (0.08486, -0.17012, 0.69274)
C (-2.76308, -0.53889, 0.29126)
N (-1.89591, -0.41974, 1.48056)
C (-2.37198, 0.70396, 2.28309)
C (-1.89976, -1.71606, 2.26999)
C (-0.83039, -2.61887, 1.70021)
C (-0.85038, -3.96959, 1.97449)
C (0.04644, -4.87902, 1.39488)
C (1.04932, -4.34735, 0.55359)
C (1.15078, -2.98081, 0.36653)
C (0.21015, -2.07105, 0.90975)
H (-3.76726, -0.96962, 0.54482)
H (-2.27203, -1.14346, -0.47865)
H (-2.92741, 0.46660, -0.08957)
H (-3.38079, 0.52787, 2.66747)
H (-2.39905, 1.67137, 1.75879)
H (-1.81726, 0.78240, 3.20197)
H (-2.86957, -2.21326, 2.27866)
H (-1.62262, -1.40174, 3.30883)
H (-1.64197, -4.30982, 2.63033)
H (0.03920, -5.93319, 1.60104)
H (1.77850, -5.00698, -0.00687)
H (1.96732, -2.53455, -0.25915)
C (-3.32431, -1.24794, -4.94890)
C (-2.31172, -0.91834, -3.82288)
C (-2.20344, -2.13449, -2.84747)
C (-2.63481, 0.37219, -3.05292)
C (-3.94495, 0.80325, -3.00430)
C (-4.35378, 2.02103, -2.37773)
C (-3.35024, 2.79444, -1.77913)
C (-2.00537, 2.49947, -1.92803)
C (-0.96759, 3.58213, -1.56225)
C (-0.54111, 3.44736, -0.05094)
C (-1.50811, 5.01228, -1.79876)
C (-1.65521, 1.21200, -2.41032)
N (-0.28347, 0.78176, -2.42879)
B (0.55288, 0.12329, -1.36886)
N (1.82990, -0.11120, -2.10358)
C (1.71667, 0.44329, -3.41644)
C (0.46835, 1.03061, -3.56829)
C (2.96428, -0.91919, -1.83780)
C (3.97370, -0.39790, -1.05191)
C (4.85436, -1.34889, -0.47149)
C (4.88684, -2.66058, -0.82998)
C (4.09495, -3.00916, -1.95626)
C (3.11423, -2.16114, -2.45547)
C (2.26354, -2.79528, -3.59147)
C (3.15758, -2.91388, -4.84786)
C (1.68897, -4.15630, -3.18312)
C (4.29381, 1.05578, -0.68066)
C (3.62189, 1.33078, 0.68838)
C (3.99893, 2.15103, -1.73554)
H (-2.89242, -1.98191, -5.63283)
H (-3.61893, -0.35378, -5.52822)
H (-4.23124, -1.73379, -4.55668)
H (-1.32886, -0.72253, -4.26640)
H (-3.16807, -2.22864, -2.30018)
H (-1.37108, -2.06917, -2.11522)
H (-2.04974, -3.09131, -3.43171)
H (-4.75740, 0.27347, -3.52805)
H (-5.44212, 2.30068, -2.28229)
H (-3.60753, 3.74971, -1.35057)
H (-0.07150, 3.46294, -2.19549)
H (-1.44418, 3.48521, 0.59927)
H (0.10118, 4.28329, 0.19013)
H (-0.03141, 2.50017, 0.08331)
H (-2.30872, 5.23795, -1.08819)
H (-1.91844, 5.14726, -2.82476)
H (-0.72115, 5.78732, -1.71897)
H (2.55920, 0.58424, -4.16200)
H (0.05392, 1.63341, -4.39735)
H (5.57697, -1.01575, 0.30080)
H (5.44427, -3.45767, -0.26658)
H (4.21070, -3.99323, -2.37724)
H (1.42611, -2.13105, -3.85321)
H (4.10557, -3.38138, -4.63398)
H (3.41533, -1.94509, -5.24644)
H (2.67549, -3.39135, -5.69026)
H (2.48182, -4.87644, -2.96046)
H (1.02511, -4.55946, -3.93420)
H (1.02414, -4.05246, -2.31811)
H (5.40457, 1.09523, -0.58336)
H (2.55664, 1.04911, 0.69509)
H (3.76214, 2.41137, 0.94142)
H (4.09220, 0.71761, 1.50569)
H (2.95681, 2.32054, -1.97219)
H (4.59444, 1.99237, -2.63850)
H (4.29515, 3.12043, -1.28472)
S (0.64839, 2.35801, 6.74527)
C (0.78767, 1.68100, 5.10951)
C (0.93309, 0.33230, 4.80408)
C (1.07696, -0.06383, 3.48711)
N (0.90818, 0.76856, 2.45992)
C (0.75246, 2.11749, 2.74061)
C (0.79317, 2.58778, 4.03376)
C (-1.04037, 2.01626, 7.07588)
C (-1.41673, 1.02306, 7.99093)
C (-2.76479, 0.89355, 8.28240)
N (-3.69569, 1.69810, 7.75817)
C (-3.36384, 2.60764, 6.86415)
C (-2.03069, 2.85119, 6.52838)
H (0.98091, -0.38946, 5.59685)
H (1.44785, -1.02891, 3.19890)
H (0.82057, 2.78052, 1.83302)
H (0.68802, 3.68045, 4.20300)
H (-0.69054, 0.34337, 8.40296)
H (-3.11894, 0.08671, 8.97103)
H (-4.16247, 3.10655, 6.36124)
H (-1.76603, 3.56790, 5.72332)

Atom charges from the Mulliken analysis, given in e for atoms 1 to 6: 0.23, -0.87, 0.49, -1.00, -1.41, 1.47